No. 1
{"formula": "C4H11NO2", "method": "ωB97M-V/def2-TZVPD", "homo_energy_ev": [-13.494, -13.494], "spin_multiplicity": 2, "charge": 1, "orbital_gap_ev": [9.956, 5.638], "symbols": ["O", "O", "N", "C", "C", "C", "C", "H", "H", "H", "H", "H", "H", "H", "H", "H", "H", "H"], "xyz": [[1.763, -2.376, -3.136], [-0.420, -2.521, -1.115], [0.173, 1.578, 0.957], [-0.516, -2.212, 0.043], [-0.397, 0.286, 0.247], [0.003, -1.032, 0.905], [-0.250, 3.117, 0.865], [0.692, 3.680, 0.591], [-1.356, -2.649, 0.759], [-0.947, 3.111, -0.044], [-1.465, 0.581, 0.137], [1.046, -1.319, 0.895], [0.550, 1.384, 1.917], [-0.695, 3.439, 1.814], [-0.425, -0.996, 1.893], [-0.064, 0.402, -0.782], [1.357, -1.795, -2.361], [0.952, -2.676, -3.585]], "forces_ev_per_angstrom": [[-1.70, 1.92, 2.26], [0.93, 1.02, 1.46], [-1.06, 0.25, 1.58], [-4.42, -0.51, 1.63], [1.06, 2.74, -0.26], [0.15, 0.65, -1.74], [0.43, -2.34, -2.70], [-0.99, -0.64, 0.50], [1.44, -0.55, -1.57], [0.83, 0.46, 1.56], [0.25, -0.74, 0.59], [0.79, 1.02, 0.40], [0.01, 0.02, -1.15], [0.16, -0.30, -0.26], [-0.02, -0.84, 0.31], [0.37, -0.17, -0.23], [1.31, -2.04, -2.54], [0.46, 0.04, 0.17]]}


No. 2
{"formula": "C4H11NO2S", "method": "ωB97M-V/def2-TZVPD", "homo_energy_ev": [0.772, -6.341], "spin_multiplicity": 2, "charge": -1, "orbital_gap_ev": [2.267, 9.717], "symbols": ["S", "O", "O", "N", "C", "C", "C", "C", "H", "H", "H", "H", "H", "H", "H", "H", "H", "H", "H"], "xyz": [[2.080, 1.486, -2.036], [0.156, -0.514, 1.776], [2.870, -0.534, 2.301], [-1.907, 0.030, 0.918], [-0.524, -0.212, 0.732], [0.145, 0.077, -0.608], [1.572, 0.356, -0.709], [-2.776, -0.120, -0.251], [-0.158, -0.588, -1.390], [-2.497, -1.076, -0.796], [2.128, -0.651, -0.837], [1.917, -0.378, 2.216], [-3.882, -0.012, -0.031], [3.139, -0.939, 1.459], [-0.389, 0.978, -0.843], [1.749, 0.832, 0.187], [-2.787, 0.804, -0.878], [-2.333, -0.394, 1.852], [1.497, 0.855, -3.063]], "forces_ev_per_angstrom": [[-0.07, 0.08, 0.25], [-1.64, 0.88, -2.80], [0.73, -0.12, -0.22], [0.34, -1.61, 1.26], [0.71, -0.89, 4.03], [-3.07, 0.41, -0.12], [1.50, -2.67, -1.34], [-1.19, 0.52, -0.76], [-0.59, -0.73, -0.29], [-0.75, 1.20, 0.19], [-0.52, 1.78, 0.55], [-0.26, -0.25, -0.23], [1.19, -1.01, 0.52], [-0.33, 0.26, 0.51], [-0.35, 0.82, -0.63], [1.64, 1.03, 1.93], [1.02, -0.74, -0.09], [1.76, 1.20, -2.73], [-0.13, -0.18, -0.04]]}


No. 3
{"formula": "C4H11NO2S", "method": "ωB97M-V/def2-TZVPD", "homo_energy_ev": -7.602, "charge": 0, "orbital_gap_ev": 3.673, "symbols": ["S", "O", "O", "N", "C", "C", "C", "C", "H", "H", "H", "H", "H", "H", "H", "H", "H", "H", "H"], "xyz": [[1.491, 2.270, -2.259], [-2.545, -2.226, 0.977], [0.937, 1.701, 0.735], [-0.751, -0.645, -0.179], [1.393, 0.383, 0.459], [-0.701, 0.169, -1.324], [0.206, -1.310, 1.845], [0.250, -0.551, 0.705], [2.208, 0.111, 1.147], [-3.411, -2.470, 0.627], [1.739, 0.284, -0.573], [1.606, 2.261, 0.315], [0.197, -0.008, -1.937], [-0.708, -1.897, 1.976], [-2.093, -1.547, 0.400], [0.944, -1.314, 2.636], [-0.621, 1.238, -1.032], [-1.580, -0.005, -1.946], [1.438, 3.556, -2.572]], "forces_ev_per_angstrom": [[-0.25, -0.30, 0.28], [-0.05, 0.17, -0.12], [0.37, -0.54, 0.14], [0.09, 0.69, 0.41], [0.24, 0.02, 0.65], [-0.22, -1.14, -0.42], [-1.46, -0.34, -0.05], [0.81, 0.36, -0.50], [-0.01, 0.04, -0.27], [0.36, 0.27, -0.04], [0.14, 0.10, 0.06], [-0.29, 0.39, -0.28], [-0.07, 0.11, 0.16], [0.38, -0.10, 0.15], [-0.73, -0.82, 0.30], [0.18, 0.17, -0.28], [0.43, 0.40, -0.14], [0.03, 0.11, 0.11], [0.07, 0.42, -0.16]]}


No. 4
{"formula": "C4H11NO3", "method": "ωB97M-V/def2-TZVPD", "homo_energy_ev": [-0.149, -3.342], "spin_multiplicity": 2, "charge": -1, "orbital_gap_ev": [3.885, 6.991], "symbols": ["O", "O", "O", "N", "C", "C", "C", "C", "H", "H", "H", "H", "H", "H", "H", "H", "H", "H", "H"], "xyz": [[0.190, -2.415, -0.947], [2.028, 1.325, -0.155], [2.376, -0.870, 2.669], [-1.410, 0.115, 0.362], [-2.338, 0.232, -0.743], [0.221, -1.139, -1.161], [0.624, 1.196, -0.456], [0.008, -0.150, -0.054], [-2.513, -0.701, -1.291], [1.569, -0.623, 3.112], [-1.880, 0.850, -1.517], [0.075, 1.990, 0.022], [0.536, -0.609, 0.791], [-3.212, 0.737, -0.412], [0.567, 1.342, -1.537], [2.293, -1.005, 1.724], [2.111, 1.132, 0.782], [-1.665, -0.632, 0.997], [0.419, -0.777, -2.185]], "forces_ev_per_angstrom": [[-0.16, 0.23, 0.17], [-0.24, -0.07, 0.02], [1.40, -0.01, 0.63], [0.48, -0.09, 0.84], [1.22, -0.35, -0.71], [0.04, -0.63, -0.11], [0.51, -0.33, -0.08], [0.24, 0.08, -1.55], [-0.38, -0.15, 0.28], [-0.58, -0.03, -0.63], [0.06, 0.29, 0.09], [-0.28, 0.52, 0.31], [-0.27, 0.37, 0.49], [-1.08, 0.15, 0.22], [-0.10, -0.11, 0.02], [-0.76, -0.02, -0.04], [0.14, -0.01, 0.16], [-0.26, -0.08, -0.23], [0.02, 0.26, 0.14]]}


No. 5
{"formula": "C4H11NO3", "method": "ωB97M-V/def2-TZVPD", "homo_energy_ev": -9.226, "charge": 0, "orbital_gap_ev": 9.501, "symbols": ["O", "O", "O", "N", "C", "C", "C", "C", "H", "H", "H", "H", "H", "H", "H", "H", "H", "H", "H"], "xyz": [[-2.150, -0.114, 1.082], [-0.361, -0.516, -0.669], [0.037, 0.495, 1.447], [-1.104, -1.701, -0.856], [2.251, -0.099, -0.524], [-1.193, 0.520, 0.633], [1.338, -1.015, 0.202], [-1.325, 1.884, -0.002], [1.589, -1.183, 1.243], [1.110, -1.967, -0.266], [-1.512, -1.619, -1.786], [-2.176, 1.876, -0.684], [-1.520, 2.622, 0.777], [-0.213, -0.093, 2.180], [2.322, 0.858, -0.003], [-0.423, 2.160, -0.549], [-1.867, -1.640, -0.167], [1.935, 0.065, -1.551], [3.261, -0.533, -0.507]], "forces_ev_per_angstrom": [[0.59, 0.16, -0.73], [1.26, -0.90, 1.06], [-1.36, 0.44, -0.11], [0.20, 0.44, 0.04], [0.01, 0.29, 0.25], [0.37, 0.22, 2.39], [-0.74, -0.84, -2.21], [0.06, -0.33, -0.59], [-0.81, 0.59, 0.21], [0.21, 0.00, -0.18], [0.09, 0.04, 0.12], [0.07, -0.03, -0.01], [0.08, -0.19, 0.05], [-0.02, 0.22, -0.21], [-0.06, -0.04, -0.08], [-0.03, 0.02, 0.07], [0.12, 0.04, -0.06], [0.08, -0.09, 0.04], [-0.13, -0.06, -0.05]]}


No. 6
{"formula": "C4H11NO3", "method": "ωB97M-V/def2-TZVPD", "homo_energy_ev": -9.227, "smiles": "N[C@H](C=O)CCO.O", "charge": 0, "orbital_gap_ev": 9.903, "symbols": ["O", "O", "O", "N", "C", "C", "C", "C", "H", "H", "H", "H", "H", "H", "H", "H", "H", "H", "H"], "xyz": [[-3.080, -1.721, 0.116], [1.000, 1.934, -0.679], [3.280, 1.670, 0.174], [0.904, -0.373, 0.975], [-1.313, -0.005, -0.005], [-1.869, -1.313, 0.681], [0.588, 0.912, -1.176], [0.237, -0.318, -0.324], [2.923, 2.266, 0.840], [-1.189, -2.164, 0.510], [0.370, -1.205, -0.952], [-1.878, -1.134, 1.764], [-1.492, 0.814, 0.691], [0.519, 0.792, -2.251], [1.410, -1.251, 1.019], [3.000, 2.048, -0.661], [-3.097, -1.630, -0.845], [1.557, 0.408, 1.031], [-1.872, 0.270, -0.908]], "forces_ev_per_angstrom": [[-1.64, -0.06, 0.55], [-1.05, 0.03, -0.60], [1.03, -0.15, 0.50], [0.19, -0.29, -0.64], [0.49, -2.04, -0.03], [1.30, 0.42, -1.43], [1.10, -0.66, 1.59], [-1.71, 2.52, 0.23], [0.01, 0.05, -0.14], [0.36, 0.46, 0.24], [-0.32, -0.03, 0.29], [-0.80, -0.27, -0.32], [0.82, 0.21, -0.10], [-0.37, 0.07, -0.72], [0.26, 0.29, 0.23], [-0.08, 0.11, 0.03], [0.39, 0.10, 0.35], [0.08, -0.33, 0.02], [-0.04, -0.43, -0.03]]}


No. 7
{"formula": "C4H11NO3", "method": "ωB97M-V/def2-TZVPD", "homo_energy_ev": -9.493, "smiles": "CO[C@@H](N)[C@@H](O)OC", "charge": 0, "orbital_gap_ev": 10.444, "symbols": ["O", "O", "O", "N", "C", "C", "C", "C", "H", "H", "H", "H", "H", "H", "H", "H", "H", "H", "H"], "xyz": [[0.073, -1.838, -0.753], [-1.786, -0.607, -0.336], [1.700, -0.060, 1.026], [-0.176, 1.260, 1.389], [2.491, -0.313, -0.113], [-0.315, -0.521, -0.403], [-2.446, 0.511, -0.898], [0.238, -0.065, 0.987], [0.236, 1.930, 0.743], [0.252, 1.447, 2.294], [3.532, -0.099, 0.147], [-2.220, 1.430, -0.349], [2.209, 0.344, -0.942], [-3.525, 0.342, -0.841], [-0.436, -2.396, -0.140], [-0.081, -0.787, 1.745], [2.454, -1.369, -0.392], [-0.026, 0.158, -1.212], [-2.174, 0.634, -1.953]], "forces_ev_per_angstrom": [[0.02, 0.83, 0.72], [1.59, 0.56, 0.10], [-0.39, -0.30, 0.45], [-0.36, -0.33, -0.32], [0.11, -0.24, -0.03], [-1.91, -0.74, 0.46], [-0.17, 0.20, 0.03], [1.17, 0.16, -0.65], [-0.06, -0.02, 0.08], [-0.16, -0.03, -0.17], [-0.23, 0.17, 0.14], [0.02, -0.06, -0.03], [0.09, -0.20, -0.17], [0.23, -0.13, 0.04], [0.22, 0.01, -0.33], [-0.08, 0.05, -0.14], [-0.14, 0.18, -0.29], [0.03, -0.12, 0.08], [0.01, 0.02, 0.02]]}


No. 8
{"formula": "C4H11NO3", "method": "ωB97M-V/def2-TZVPD", "homo_energy_ev": -9.504, "smiles": "CN(C=O)CCO.O", "charge": 0, "orbital_gap_ev": 10.272, "symbols": ["O", "O", "O", "N", "C", "C", "C", "C", "H", "H", "H", "H", "H", "H", "H", "H", "H", "H", "H"], "xyz": [[0.922, -0.711, -1.531], [-1.016, -2.420, -0.507], [-2.268, -0.382, 1.082], [1.092, 0.840, 0.114], [1.398, 0.324, -1.086], [-1.344, 0.490, 0.473], [1.583, 2.140, 0.523], [0.083, 0.173, 0.929], [-1.629, 1.511, 0.728], [-1.372, -2.971, -1.189], [0.245, -0.902, 0.877], [1.955, 2.075, 1.544], [2.136, 0.890, -1.666], [-1.360, 0.418, -0.621], [0.798, 2.894, 0.503], [-2.124, -1.250, 0.640], [0.236, 0.484, 1.963], [2.380, 2.450, -0.149], [-0.320, -1.936, -0.973]], "forces_ev_per_angstrom": [[0.04, -0.15, -0.16], [-0.01, 0.11, 0.41], [0.12, -0.47, -0.42], [-0.05, 0.14, -0.20], [-0.12, -0.21, 0.08], [0.13, -0.06, -0.15], [-0.04, -0.18, 0.10], [0.09, 0.15, 0.20], [0.03, 0.03, 0.13], [-0.54, -0.66, -0.46], [-0.02, 0.03, -0.01], [0.17, 0.07, -0.01], [0.07, 0.18, 0.08], [-0.14, -0.08, 0.01], [-0.13, 0.08, -0.05], [-0.08, 0.49, 0.33], [-0.04, -0.03, 0.02], [0.08, 0.04, 0.05], [0.44, 0.50, 0.04]]}